ORCA calculation (the ωB97M-V functional and the def2-TZVPD basis) on one molecule with the formula C21H20N2O7S2 in a non-equilibrium geometry.

Results
- max |F| (eV/A) = 1.14
- SMILES = COc1cc(NC(=O)c2cc(S(=O)(=O)N(C)c3ccccc3)cs2)c(C(=O)O)cc1OC
- total energy (eV) = -61084.424
- frontier orbital gap (eV) = 8.182

Each line ends with the Löwdin charge.
CARTESIAN COORDINATES (ANGSTROEM)
1 C -2.0933 -1.6080 -2.4574  -0.048
2 O -1.2571 -2.7280 -2.2775  -0.037
3 C -0.7954 -3.0096 -1.0455  -0.175
4 C -1.1892 -2.3670 0.1136  0.051
5 C -0.6354 -2.6863 1.3556  -0.165
6 N -1.0087 -2.0061 2.5064  0.163
7 C -1.4202 -0.7199 2.6875  -0.483
8 O -1.8608 -0.3396 3.7515  0.081
9 C -1.2511 0.2117 1.5451  -0.439
10 C -0.1721 0.3593 0.7179  -0.100
11 C -0.3589 1.3931 -0.2173  -0.370
12 S 0.8692 1.8637 -1.4200  0.672
13 O 0.1885 2.2818 -2.6048  -0.268
14 O 1.8424 0.8207 -1.5211  -0.271
15 N 1.6011 3.1836 -0.6813  -0.214
16 C 2.5421 2.7992 0.3462  -0.083
17 C 0.7402 4.2720 -0.4453  -0.293
18 C 0.1860 4.9268 -1.5427  -0.029
19 C -0.6808 5.9866 -1.3536  -0.072
20 C -0.9952 6.4183 -0.0747  -0.090
21 C -0.4337 5.7801 1.0166  -0.079
22 C 0.4266 4.7105 0.8385  -0.027
23 C -1.5495 2.0384 -0.0795  -0.361
24 S -2.4736 1.3921 1.2096  1.127
25 C 0.2768 -3.7511 1.4337  -0.071
26 C 0.8199 -4.2011 2.7164  -0.461
27 O 0.4871 -3.7856 3.8100  0.089
28 O 1.7453 -5.1675 2.6090  0.110
29 C 0.6542 -4.4225 0.2593  0.056
30 C 0.1556 -4.0632 -0.9712  -0.191
31 O 0.4776 -4.6435 -2.1526  -0.058
32 C 1.4315 -5.6786 -2.1484  -0.075
33 H -2.2758 -1.5525 -3.5290  0.101
34 H -3.0474 -1.7287 -1.9346  0.101
35 H -1.6031 -0.6859 -2.1277  0.093
36 H -1.9488 -1.6060 0.0675  0.111
37 H -0.8396 -2.5271 3.3707  0.137
38 H 0.7143 -0.2471 0.7452  0.135
39 H 2.0588 2.3663 1.2293  0.089
40 H 3.1982 2.0516 -0.0931  0.085
41 H 3.1244 3.6711 0.6404  0.105
42 H 0.4318 4.5828 -2.5330  0.108
43 H -1.1066 6.4844 -2.2118  0.106
44 H -1.6686 7.2494 0.0697  0.101
45 H -0.6686 6.1094 2.0179  0.105
46 H 0.8485 4.2230 1.7034  0.110
47 H -1.9211 2.8461 -0.6765  0.085
48 H 2.0461 -5.4189 3.4963  0.136
49 H 1.3579 -5.2316 0.3552  0.112
50 H 1.5486 -5.9711 -3.1903  0.096
51 H 1.0877 -6.5398 -1.5664  0.098
52 H 2.3942 -5.3355 -1.7570  0.100